# 1
This record from the OMol25 dataset describes C25H37GeN2O2RhSe as an isolated structure. The level of theory is ωB97M-V with the def2-TZVPD basis set.

Geometry (Å):
Rh1 -0.14037 -0.00839 0.05682
O1 -1.05101 0.76474 -1.57987
C1 -0.31010 0.94224 -2.63426
C2 -0.65765 1.97367 -3.53754
C3 0.05342 2.18733 -4.69164
C4 1.15178 1.38574 -5.03584
C5 1.50762 0.37183 -4.18613
C6 0.81134 0.13033 -2.98533
C7 1.28279 -0.95675 -2.18187
N1 0.87976 -1.27771 -1.00585
C8 1.53434 -2.37512 -0.26849
C9 1.31206 -2.17968 1.24058
N2 1.14614 -0.75835 1.47085
C10 1.93054 -0.11113 2.24804
C11 2.07456 1.31607 2.28284
C12 2.67967 1.89270 3.41705
C13 2.97260 3.22943 3.48099
C14 2.71053 4.02000 2.34667
C15 2.15369 3.48646 1.21510
C16 1.77879 2.11189 1.13179
O2 1.24904 1.66320 0.05589
H1 -1.50318 2.59573 -3.27560
H2 -0.24140 2.99660 -5.34936
H3 1.70201 1.56467 -5.94882
H4 2.35030 -0.26710 -4.42857
H5 2.06262 -1.57961 -2.62387
H6 2.59921 -2.36448 -0.51094
H7 1.12190 -3.33674 -0.57821
H8 2.14769 -2.59803 1.80878
H9 0.39851 -2.68123 1.54590
H10 2.59218 -0.69033 2.89753
H11 2.90782 1.24578 4.25825
H12 3.42137 3.66181 4.36408
H13 2.95921 5.07513 2.36579
H14 1.96970 4.09620 0.34015
C17 -3.39972 -3.05630 0.62214
C18 -2.01010 -2.69327 0.08942
C19 -1.87397 -3.23113 -1.33380
C20 -1.84127 -1.17651 0.14112
H15 -3.58274 -4.13176 0.55949
H16 -4.17046 -2.54858 0.03638
H17 -3.51894 -2.75168 1.66412
H18 -1.28837 -3.19305 0.74181
H19 -2.68177 -2.82855 -1.95133
H20 -1.94962 -4.32091 -1.35885
H21 -0.94126 -2.93540 -1.81126
H22 -2.25455 -0.79587 1.08145
H23 -2.44575 -0.76364 -0.67173
C21 -3.74544 4.19015 1.65698
Ge1 -1.78792 4.26263 1.57540
C22 -1.23237 3.87195 -0.24891
C23 -1.19432 6.05379 2.10284
C24 -0.98850 3.07914 2.93518
Se1 -1.09305 1.15101 2.73036
C25 -3.01182 0.93427 2.93687
H24 -4.15329 5.04442 1.11375
H25 -4.11587 4.23014 2.68207
H26 -4.12619 3.28492 1.18126
H27 -1.96904 4.29959 -0.93276
H28 -1.16890 2.80231 -0.45178
H29 -0.25974 4.30978 -0.46963
H30 -1.60146 6.81041 1.43081
H31 -0.10521 6.11013 2.06419
H32 -1.51386 6.29002 3.11886
H33 -1.40110 3.33226 3.91430
H34 0.08356 3.28007 2.97947
H35 -3.55883 1.45188 2.15179
H36 -3.31262 1.30412 3.91461
H37 -3.22140 -0.13162 2.87841

The strongest force on any atom comes out at 0.0142 Eh/bohr. The calculation puts the HOMO-LUMO gap at 7.539 eV. The HOMO energy comes out at -7.39 eV.

***

# 2
This record from the OMol25 dataset describes C25H37N2O4 as an isolated structure at a distorted geometry. The level of theory is ωB97M-V with the def2-TZVPD basis set.

Geometry (Å):
C1 -4.38718 -2.13782 -0.65581
H1 -5.12641 -2.06478 -1.42781
C2 -4.53522 -1.23392 0.49622
C3 -5.04731 0.10205 0.23599
N1 -4.01908 0.92690 -0.09404
C4 -3.24650 1.28465 1.24541
C5 -2.60500 2.59616 1.14088
N2 -1.73866 2.70412 -0.39420
C6 -0.98517 3.94649 -0.58549
H2 -1.42212 4.72094 -0.05570
H3 -0.88156 4.29730 -1.54258
C7 0.36093 3.90656 0.03802
O1 0.30825 3.47028 1.41142
H4 1.16215 3.67559 2.00114
H5 0.99605 4.72782 -0.20813
C8 1.19688 2.61328 -0.34484
O2 0.63800 1.27677 -0.10642
C9 1.03651 0.23166 -0.79130
C10 0.33348 -0.78535 -0.51563
C11 -0.01283 -1.89481 -1.21533
C12 -0.74712 -3.06599 -1.04233
C13 -1.34712 -3.05240 0.49003
C14 -1.03103 -1.97064 1.27538
C15 -0.36354 -0.92882 1.00611
H6 -0.13552 -0.00522 1.29277
H7 -1.34650 -2.14247 2.20592
O3 -1.93139 -4.37389 0.81412
C16 -2.06563 -5.17590 -0.01880
H8 -2.74556 -6.07929 0.73234
H9 -1.10281 -5.81689 -0.17971
H10 -2.65406 -5.00563 -0.94956
H11 -0.86787 -3.88618 -1.78774
H12 0.45847 -1.85319 -2.31014
C17 2.51398 -0.11632 -0.62866
C18 3.41195 -0.12545 -1.65340
C19 4.81670 -0.11642 -1.37917
C20 5.26475 -0.50396 -0.28292
C21 4.32877 -0.41252 1.20942
C22 2.97695 -0.13434 0.70509
H13 2.18521 -0.00099 1.60926
H14 4.73045 -0.65278 2.12288
O4 6.42032 -0.68422 0.25408
C23 6.99728 -1.03363 1.32812
H15 8.10599 -1.32250 1.16893
H16 6.53120 -1.80333 1.69826
H17 7.13321 -0.18244 1.93531
H18 5.56822 -0.49039 -2.18188
H19 3.23936 -0.06265 -2.63535
H20 0.96856 0.56356 -2.05536
H21 1.21255 2.84255 -1.50970
H22 2.31289 2.67961 -0.11006
C24 -2.55929 2.36716 -1.46368
C25 -3.05893 1.03459 -1.23461
H23 -3.82727 0.63063 -1.87485
H24 -2.34236 0.13441 -0.92996
H25 -1.93999 2.36685 -2.11153
H26 -3.37346 3.03202 -1.59448
H27 -1.06960 1.93165 -0.10542
H28 -1.81978 3.06672 1.82180
H29 -3.13090 3.48592 1.16020
H30 -3.73853 1.35255 2.00855
H31 -2.37040 0.58891 1.43042
H32 -5.70279 0.18443 -0.68076
H33 -5.83099 0.46806 1.22130
H34 -5.48648 -1.90930 1.10937
H35 -3.77134 -1.42903 1.19852
H36 -4.31225 -3.28577 -0.42152
H37 -3.47959 -1.69454 -1.13189

The charge is +1. The strongest force on any atom comes out at 0.3885 Eh/bohr. The calculation puts the HOMO-LUMO gap at 7.814 eV. For the energy above the lowest of the compared OMol25 structures with the same formula, charge and spin, the calculation gives 24.377 eV. The HOMO energy comes out at -10.20 eV.

***

# 3
This record from the OMol25 dataset describes C25H37O2Sn as an isolated structure at a distorted geometry. The level of theory is ωB97M-V with the def2-TZVPD basis set.

Geometry (Å):
O1 3.42362 1.21618 -3.45529
C1 4.08811 0.62131 -4.59590
C2 4.91317 1.87726 -4.83505
H1 3.38792 0.40806 -5.41391
H2 4.66273 -0.26586 -4.31289
C3 4.06434 2.49109 -3.70530
H3 4.77907 2.36059 -5.79988
H4 5.96884 1.77054 -4.57509
C4 3.07270 3.54227 -4.15630
H5 2.49221 3.16401 -5.00491
H6 3.62600 4.44578 -4.45757
H7 2.40472 3.78499 -3.32066
C5 4.88150 2.96414 -2.53061
H8 5.40455 2.13996 -2.03526
H9 4.25636 3.51001 -1.81997
H10 5.62961 3.67660 -2.89756
Sn1 -1.61695 -1.33304 0.48392
C6 -0.59662 -1.31975 3.25134
C7 -0.55386 -2.71069 2.91115
C8 0.53420 -2.90459 2.00939
H11 -1.17957 -3.49005 3.34346
C9 1.15150 -1.64046 1.77919
C10 0.45730 -0.66486 2.55296
H12 0.72885 0.38561 2.65543
H13 -1.27980 -0.85297 3.95861
H14 0.87612 -3.85933 1.61243
H15 2.07261 -1.46651 1.22287
C11 -3.31945 0.93833 1.33087
C12 -2.17208 1.69230 1.96171
C13 -1.15160 1.87271 1.06778
H16 -2.20360 2.05491 2.98631
C14 -1.51993 1.34001 -0.21232
C15 -2.78864 0.73386 -0.08514
H17 -3.44756 0.43142 -0.89372
H18 -4.26867 1.50257 1.37878
H19 -0.22291 2.42013 1.24423
H20 -0.94553 1.45465 -1.13044
O2 1.23651 1.60757 -2.40691
C16 2.11171 1.51717 -1.26438
C17 2.80421 0.15168 -1.17443
H21 1.49853 1.63871 -0.35716
H22 2.82812 2.34696 -1.28186
C18 1.95939 -0.73127 -2.10686
H23 2.82014 -0.20522 -0.13690
H24 3.84186 0.21775 -1.52569
C19 1.12189 0.26038 -2.93107
H25 1.30593 -1.39290 -1.52101
H26 2.56762 -1.36823 -2.75836
H27 0.05236 -0.01375 -2.91157
H28 1.45532 0.23792 -3.97341
C20 -6.13012 -1.95367 3.62927
C21 -4.64804 -2.29232 3.47961
C22 -4.00571 -2.34493 4.86485
C23 -4.50657 -3.64636 2.78558
C24 -3.98981 -1.25702 2.66758
C25 -3.45137 -0.41937 1.94037
H29 -6.62872 -2.70204 4.25474
H30 -6.61584 -1.94139 2.64917
H31 -6.24807 -0.96963 4.09310
H32 -4.50875 -3.10878 5.47094
H33 -2.94008 -2.59121 4.79817
H34 -4.10396 -1.37355 5.36390
H35 -5.00996 -3.62554 1.81186
H36 -3.45242 -3.90618 2.62791
H37 -4.97341 -4.42596 3.39987

The charge is -1. The strongest force on any atom comes out at 0.0367 Eh/bohr. The calculation puts the HOMO-LUMO gap (spin up / spin down) at 4.063 / 3.537 eV. For the energy above the lowest of the compared OMol25 structures with the same formula, charge and spin, the calculation gives 0.140 eV. The HOMO energy (spin up / spin down) comes out at -1.64 / -1.12 eV.